Record 1
Density functional theory data (wB97M-V/def2-TZVPD) for a cluster of 2 separate species, CH4O2S in total in a non-equilibrium geometry.

Summary:
**HOMO energy**: -9.3 eV
**Relative energy (zero: lowest compared OMol25 entry of this formula, charge and spin)**: 72.0 kcal per mole
**Charge**: 0
**Gap between HOMO and LUMO**: 0.35996 Eh
**2S+1**: 1

Positions of all 8 atoms, in Å:
C (1.295, 0.085, -0.210)
O (1.021, 0.102, 0.989)
O (-0.657, 0.372, -0.839)
S (-1.778, -0.126, -0.062)
H (1.574, 1.085, -0.714)
H (-1.213, -1.264, 0.637)
H (1.582, -0.813, -0.894)
H (-1.825, 0.560, 1.092)

Force components x, y, z for each atom (eV/Å):
1.2 1.4 0.7
0.9 -1.1 -1.5
0.5 1.1 -2.4
-0.6 -2.4 1.2
-0.4 -1.3 0.4
-0.8 1.2 -0.4
-0.8 0.8 1.4
0.1 0.2 0.6

***

Record 2
Density functional theory data (wB97M-V/def2-TZVPD) for a cluster of 2 separate species, C4H14NO in total in a non-equilibrium geometry.

Summary:
**HOMO energy (alpha / beta)**: -21.1 / -20.7 eV
**Relative energy (zero: lowest compared OMol25 entry of this formula, charge and spin)**: 43.2 kcal per mole
**Charge**: +2
**Gap between HOMO and LUMO (alpha / beta)**: 0.50669 / 0.17965 Eh
**2S+1**: 2

Positions of all 20 atoms, in Å:
C (1.771, 1.042, -0.800)
C (1.084, -0.147, -1.332)
N (-0.049, -0.695, -0.261)
C (-1.428, -0.431, -0.731)
C (-2.164, 0.134, 0.538)
H (2.226, 1.561, -1.655)
H (2.507, 0.819, -0.027)
H (1.151, 1.878, -0.384)
H (0.530, 0.006, -2.239)
H (1.754, -1.013, -1.312)
H (0.197, -0.297, 0.694)
H (0.075, -1.708, -0.165)
H (-1.853, -1.386, -1.054)
H (-1.419, 0.386, -1.472)
H (-1.758, 1.059, 0.978)
H (-3.137, 0.418, 0.142)
H (-2.255, -0.655, 1.291)
H (0.404, 0.154, 2.980)
H (1.439, -0.937, 2.573)
O (0.926, -0.188, 2.234)

Force components x, y, z for each atom (eV/Å):
0.1 0.4 0.1
-0.2 0.8 1.0
-0.3 -0.6 0.1
0.9 -0.5 0.1
-0.3 0.7 0.9
0.1 0.0 -0.1
-0.1 -0.1 0.1
-0.1 -0.3 -0.2
0.1 -0.2 -0.6
-0.1 -0.4 -0.3
0.4 0.0 0.1
0.1 0.0 0.0
-0.1 0.5 -0.5
-0.4 -0.2 0.1
0.0 -0.3 -0.1
-0.4 0.1 -0.5
0.4 -0.1 -0.1
0.3 -0.1 0.0
0.0 0.1 0.2
-0.4 0.1 -0.3

***

Record 3
Density functional theory data (wB97M-V/def2-TZVPD) for an isolated molecule of C17H16N4O3S in a non-equilibrium geometry.

Summary:
**HOMO energy**: -8.5 eV
**Relative energy (zero: lowest compared OMol25 entry of this formula, charge and spin)**: 18.0 kcal per mole
**Charge**: 0
**Gap between HOMO and LUMO**: 0.32611 Eh
**SMILES**: COC(=O)c1ccc(NC(=O)CSc2nc3cccnc3n2C)cc1
**2S+1**: 1

Positions of all 41 atoms, in Å:
C (1.298, -2.955, 5.864)
O (0.610, -2.313, 4.803)
C (0.581, -2.982, 3.638)
O (1.105, -4.061, 3.489)
C (-0.153, -2.256, 2.581)
C (-0.254, -2.845, 1.321)
C (-0.930, -2.205, 0.307)
C (-1.523, -0.961, 0.531)
N (-2.192, -0.362, -0.532)
C (-2.758, 0.875, -0.586)
O (-2.974, 1.601, 0.351)
C (-3.260, 1.252, -1.981)
S (-2.196, 0.715, -3.351)
C (-0.690, 1.334, -2.741)
N (-0.543, 1.781, -1.525)
C (0.774, 2.147, -1.440)
C (1.538, 2.683, -0.414)
C (2.869, 2.923, -0.710)
C (3.381, 2.631, -1.975)
N (2.677, 2.116, -2.971)
C (1.409, 1.889, -2.681)
N (0.443, 1.365, -3.501)
C (0.602, 0.942, -4.862)
C (-1.424, -0.369, 1.789)
C (-0.742, -1.013, 2.801)
H (0.829, -3.914, 6.097)
H (2.339, -3.134, 5.589)
H (1.237, -2.283, 6.717)
H (0.207, -3.808, 1.161)
H (-1.003, -2.664, -0.670)
H (-2.117, -0.859, -1.412)
H (-4.231, 0.787, -2.161)
H (-3.366, 2.335, -2.025)
H (1.109, 2.897, 0.553)
H (3.524, 3.340, 0.038)
H (4.420, 2.822, -2.204)
H (1.611, 1.208, -5.171)
H (-0.128, 1.441, -5.501)
H (0.464, -0.138, -4.947)
H (-1.879, 0.592, 1.958)
H (-0.663, -0.554, 3.774)

Force components x, y, z for each atom (eV/Å):
0.2 -0.3 0.2
-0.2 0.3 -0.2
0.2 -0.2 0.1
0.0 0.1 0.1
-0.1 0.1 -0.1
0.0 0.1 0.2
0.0 0.1 0.0
0.1 0.0 0.3
-0.1 -0.5 -0.2
-0.4 -0.1 -0.2
-0.1 0.1 0.2
0.3 0.2 -0.2
-0.4 -0.2 -0.3
0.0 0.2 0.4
-0.3 0.1 -0.1
0.5 -0.1 -0.6
0.0 -0.1 -0.2
0.0 0.0 0.1
0.2 0.1 0.1
-0.3 -0.3 -0.5
0.4 0.4 0.9
-0.2 0.0 0.2
0.0 -0.2 -0.4
-0.1 0.2 0.0
0.2 -0.3 -0.1
0.1 0.1 0.0
-0.1 0.0 0.1
0.0 0.0 0.0
0.0 -0.1 0.0
0.0 0.0 -0.1
0.0 0.2 0.1
0.0 0.0 0.0
0.0 -0.1 0.1
0.0 0.0 0.1
0.1 0.0 0.0
0.1 0.1 0.1
-0.1 0.0 0.0
0.1 0.0 0.0
0.1 0.0 0.0
0.0 0.0 0.0
0.0 0.1 0.1

***

Record 4
Density functional theory data (wB97M-V/def2-TZVPD) for a cluster of 2 separate species, C4H11N3O2 in total.

Summary:
**HOMO energy**: -8.4 eV
**Relative energy (zero: lowest compared OMol25 entry of this formula, charge and spin)**: 21.0 kcal per mole
**Charge**: 0
**Gap between HOMO and LUMO**: 0.33685 Eh
**SMILES**: CN=C(N)N.CC(=O)O
**2S+1**: 1

Positions of all 20 atoms, in Å:
C (-2.040, -2.021, -1.220)
N (-1.255, -0.820, -1.010)
C (-1.785, 0.166, -0.413)
N (-3.035, 0.204, 0.185)
N (-1.107, 1.374, -0.411)
H (-2.919, -2.133, -0.580)
H (-1.381, -2.870, -1.079)
H (-2.369, -2.050, -2.258)
H (-3.211, -0.617, 0.746)
H (-3.302, 1.027, 0.700)
H (-0.142, 1.207, -0.655)
H (-1.286, 2.058, 0.301)
C (3.572, 0.688, 1.208)
C (2.249, 0.168, 0.704)
O (1.457, -0.516, 1.279)
O (1.963, 0.775, -0.509)
H (3.741, 0.427, 2.248)
H (3.526, 1.767, 1.078)
H (4.375, 0.286, 0.584)
H (1.607, 0.198, -1.203)

Force components x, y, z for each atom (eV/Å):
0.4 0.2 0.0
-0.2 -0.1 0.0
0.3 0.8 0.1
-0.5 -0.5 0.4
0.1 -0.3 -0.5
0.0 -0.1 0.0
0.0 -0.3 0.1
-0.2 0.0 -0.1
-0.2 0.0 -0.2
0.3 0.2 -0.1
0.0 0.5 0.2
0.1 -0.2 0.2
-0.3 -0.2 -0.1
-0.6 0.5 0.0
0.5 -0.2 -0.2
0.7 0.0 -0.3
-0.1 0.0 0.0
0.3 0.1 0.0
-0.1 0.2 0.1
-0.4 -0.3 0.6

***

Record 5
Density functional theory data (wB97M-V/def2-TZVPD) for a structure of composition C14H13IrN3O4S2Si in a non-equilibrium geometry.

Summary:
**HOMO energy (alpha / beta)**: -8.3 / -8.3 eV
**Relative energy (zero: lowest compared OMol25 entry of this formula, charge and spin)**: 25.9 kcal per mole
**Charge**: 0
**Gap between HOMO and LUMO (alpha / beta)**: 0.23948 / 0.17703 Eh
**2S+1**: 2

Positions of all 38 atoms, in Å:
Ir (0.761, 0.333, 0.274)
O (-0.079, -3.847, -0.162)
C (0.072, -2.536, -0.215)
O (0.736, -1.965, 0.644)
C (-0.583, -1.837, -1.289)
C (-1.352, -2.419, -2.297)
C (-1.877, -1.620, -3.289)
C (-1.639, -0.245, -3.260)
C (-0.893, 0.258, -2.213)
N (-0.387, -0.508, -1.269)
C (-0.598, 1.757, -2.037)
O (-1.085, 2.524, -2.842)
O (0.134, 2.025, -1.022)
H (0.443, -4.174, 0.587)
H (-1.505, -3.489, -2.271)
H (-2.470, -2.041, -4.089)
H (-2.010, 0.427, -4.020)
S (2.345, 1.374, 1.676)
C (3.548, 0.923, 0.539)
S (2.928, 0.101, -0.827)
C (4.913, 1.189, 0.699)
C (5.858, 0.735, -0.257)
N (6.625, 0.356, -1.028)
C (5.436, 1.891, 1.813)
N (5.890, 2.457, 2.707)
C (-2.827, 1.056, 0.342)
Si (-1.369, 0.574, 1.457)
C (-1.824, -1.089, 2.266)
C (-1.036, 1.939, 2.736)
H (-3.707, 1.242, 0.962)
H (-3.079, 0.258, -0.361)
H (-2.625, 1.962, -0.232)
H (-2.697, -0.945, 2.907)
H (-1.013, -1.491, 2.873)
H (-2.086, -1.833, 1.510)
H (-1.940, 2.103, 3.331)
H (-0.782, 2.877, 2.242)
H (-0.226, 1.676, 3.416)

Force components x, y, z for each atom (eV/Å):
-2.4 0.0 -2.8
-0.1 -0.1 -0.4
0.7 -0.6 1.4
0.2 1.0 0.1
-1.0 0.6 -1.5
0.5 -0.4 0.8
-0.1 0.8 -0.4
-0.1 -0.9 0.0
0.2 1.2 0.1
0.6 -0.7 1.0
-0.4 -0.8 -0.4
0.2 0.1 0.2
0.9 -0.3 1.8
0.0 0.0 0.1
0.0 0.0 -0.1
0.0 -0.1 0.0
0.0 0.1 0.1
0.0 -0.3 -0.3
-1.0 -0.2 -0.1
0.9 0.2 0.1
0.5 0.1 0.1
0.0 -0.1 -0.1
0.0 0.0 0.0
0.0 0.1 0.2
0.0 0.0 0.0
0.3 -0.1 0.2
1.1 0.4 0.1
0.0 0.4 0.0
-0.6 -0.4 -0.1
0.0 0.0 0.0
0.0 0.0 0.0
0.0 0.0 0.0
0.0 -0.1 0.0
0.0 0.0 0.0
-0.1 0.0 0.0
0.1 0.1 0.1
0.0 0.0 -0.1
0.0 -0.1 0.0

***

Record 6
Density functional theory data (wB97M-V/def2-TZVPD) for a cluster of 9 separate species, C18H54O17 in total in a non-equilibrium geometry.

Summary:
**HOMO energy**: -9.9 eV
**Relative energy (zero: lowest compared OMol25 entry of this formula, charge and spin)**: 98.5 kcal per mole
**Charge**: 0
**Gap between HOMO and LUMO**: 0.36844 Eh
**SMILES**: OCCO.OCCO.OCCO.OCCO.OCCO.OCCO.OCCO.OCCO.CCO
**2S+1**: 1

Positions of all 89 atoms, in Å:
O (-4.034, 4.394, -0.077)
C (-5.134, 5.262, 0.085)
C (-4.948, 6.682, 0.344)
O (-4.439, 7.305, -0.827)
H (-3.344, 4.812, 0.444)
H (-5.750, 5.061, -0.792)
H (-5.731, 4.876, 0.911)
H (-4.217, 6.571, 1.145)
H (-5.841, 7.150, 0.758)
H (-3.508, 7.073, -0.872)
O (-7.954, 0.584, -3.030)
C (-6.866, 0.547, -2.172)
C (-5.513, 0.361, -2.848)
O (-4.598, 0.651, -1.852)
H (-8.792, 0.656, -2.567)
H (-6.915, 1.408, -1.506)
H (-7.075, -0.176, -1.383)
H (-5.417, 1.041, -3.695)
H (-5.498, -0.681, -3.168)
H (-4.370, 1.575, -1.976)
O (-0.290, 7.333, 0.383)
C (0.520, 6.110, 0.377)
C (0.271, 5.433, 1.770)
O (-0.974, 4.894, 1.925)
H (0.277, 7.969, 0.825)
H (0.146, 5.476, -0.426)
H (1.578, 6.356, 0.288)
H (0.411, 6.212, 2.519)
H (0.945, 4.607, 1.998)
H (-0.988, 4.555, 2.823)
O (6.064, -0.841, -2.453)
C (5.648, -0.614, -1.127)
C (6.101, 0.817, -0.700)
O (4.996, 1.681, -0.288)
H (5.358, -0.528, -3.023)
H (4.565, -0.672, -1.021)
H (5.976, -1.404, -0.452)
H (6.803, 1.269, -1.401)
H (6.813, 0.755, 0.122)
H (5.247, 2.604, -0.372)
O (4.480, -2.759, 3.023)
C (4.987, -2.097, 4.190)
C (5.382, -3.135, 5.314)
O (6.153, -4.167, 4.659)
H (3.592, -3.045, 3.251)
H (5.854, -1.514, 3.878)
H (4.341, -1.350, 4.652)
H (4.530, -3.758, 5.585)
H (5.871, -2.707, 6.189)
H (5.682, -4.280, 3.831)
O (-3.987, -6.714, -0.307)
C (-3.139, -5.593, -0.414)
C (-1.705, -6.047, -0.861)
O (-0.861, -6.169, 0.288)
H (-3.964, -7.057, 0.589)
H (-3.525, -4.932, -1.190)
H (-3.176, -4.973, 0.482)
H (-1.269, -5.298, -1.522)
H (-1.726, -7.011, -1.370)
H (-1.102, -6.849, 0.921)
O (-1.716, -0.827, 0.281)
C (-0.377, -0.751, -0.254)
C (0.083, 0.701, -0.367)
O (1.177, 0.757, -1.245)
H (-2.245, -0.359, -0.368)
H (0.331, -1.392, 0.272)
H (-0.588, -1.132, -1.253)
H (0.434, 1.186, 0.543)
H (-0.698, 1.367, -0.734)
H (2.046, 0.760, -0.836)
O (3.052, 0.123, -4.791)
C (2.591, -0.942, -5.513)
C (2.832, -0.662, -7.105)
O (2.096, -1.457, -8.043)
H (2.467, 0.384, -4.075)
H (3.136, -1.845, -5.237)
H (1.541, -1.045, -5.241)
H (3.882, -0.664, -7.397)
H (2.489, 0.337, -7.377)
H (1.494, -1.970, -7.498)
C (0.139, -3.203, 6.160)
C (-0.321, -3.272, 4.693)
O (0.675, -3.862, 3.899)
H (-0.002, -4.199, 6.581)
H (-0.340, -2.398, 6.718)
H (1.225, -3.109, 6.187)
H (-0.311, -2.232, 4.367)
H (-1.349, -3.614, 4.576)
H (0.315, -4.386, 3.180)

Force components x, y, z for each atom (eV/Å):
0.8 1.0 0.0
-3.1 -2.8 -0.5
1.5 -0.3 -0.3
-0.2 0.7 0.6
0.8 -0.4 0.2
-0.1 0.4 -0.2
-0.2 -0.1 0.4
0.5 1.3 0.5
0.1 0.2 -0.5
0.1 0.1 -0.2
-0.6 -0.1 -1.8
-1.1 0.4 1.8
-2.3 0.0 0.1
1.7 0.0 0.4
0.2 0.0 0.2
0.8 1.0 -0.4
0.6 -1.1 -0.2
-0.1 -0.2 -0.2
0.7 0.0 -0.1
0.2 0.1 0.4
0.9 -0.9 -0.4
-1.6 0.1 1.8
2.0 0.6 -0.7
-2.3 -0.4 -0.3
-0.2 0.3 0.0
0.2 0.1 0.0
0.0 -0.2 -0.2
0.4 0.3 0.1
0.9 0.2 -0.4
-0.4 -0.2 0.0
-0.1 -0.7 -0.1
-0.4 1.5 0.2
0.5 0.0 1.4
0.4 -1.0 -0.6
0.0 0.0 -0.3
-0.3 0.2 -0.2
0.7 0.1 -0.2
-0.8 0.1 -1.0
-0.3 -0.3 0.8
0.2 -0.1 -0.1
0.1 0.5 0.9
0.7 -0.3 1.3
-0.5 -1.0 -2.4
0.9 0.7 0.7
-0.4 -0.2 -0.1
0.2 -0.4 -0.1
-0.7 -0.1 -0.3
-0.8 0.9 0.7
0.2 -0.1 -0.3
0.1 -0.2 -0.4
-0.5 -0.2 0.1
0.8 -0.2 -1.3
-0.9 0.3 1.7
0.9 0.7 -0.1
0.0 0.0 0.0
-0.3 -0.2 -0.2
0.6 -0.2 0.2
0.2 0.0 0.2
-0.4 0.1 -0.2
-0.4 -0.2 -0.5
0.7 0.0 1.0
-1.8 0.5 -0.6
1.0 0.1 0.7
0.5 0.1 -1.7
-0.4 0.0 0.1
-0.3 0.1 0.2
1.3 -0.1 -0.4
-0.5 -0.5 0.7
-0.2 -0.3 -0.3
-0.2 0.0 0.5
1.5 1.8 0.8
-0.3 -0.6 -2.4
-0.8 0.9 0.6
0.2 -0.8 1.0
-0.2 -0.2 -0.1
-0.1 -0.3 -0.1
-0.3 -0.5 -0.7
0.2 -0.5 0.5
0.1 0.5 0.8
-0.3 -0.3 -0.3
0.2 -1.3 -0.8
0.4 2.4 0.6
0.5 -1.2 -0.2
-0.4 0.1 0.6
-0.1 -0.3 0.0
0.0 0.5 -0.1
-0.5 0.3 -0.1
0.2 -0.6 -0.1
-0.2 0.0 0.0

***

Record 7
Density functional theory data (wB97M-V/def2-TZVPD) for a cluster of 2 separate species, C16H17NO in total in a non-equilibrium geometry.

Summary:
**HOMO energy**: -7.9 eV
**Relative energy (zero: lowest compared OMol25 entry of this formula, charge and spin)**: 17.8 kcal per mole
**Charge**: 0
**Gap between HOMO and LUMO**: 0.31693 Eh
**SMILES**: Cc1c[nH]c2ccccc12.Cc1ccc(O)cc1
**2S+1**: 1

Positions of all 35 atoms, in Å:
C (1.528, -1.219, 0.891)
C (0.576, -1.250, 2.034)
C (-0.060, -2.377, 2.461)
N (-0.762, -2.116, 3.621)
C (-0.610, -0.789, 3.930)
C (-1.268, -0.008, 4.899)
C (-1.022, 1.334, 4.851)
C (0.028, 1.896, 4.065)
C (0.716, 1.082, 3.190)
C (0.256, -0.228, 2.986)
H (1.365, -0.389, 0.213)
H (1.561, -2.127, 0.287)
H (2.546, -1.072, 1.262)
H (-0.064, -3.338, 1.976)
H (-1.455, -2.734, 4.010)
H (-1.975, -0.451, 5.579)
H (-1.445, 2.049, 5.546)
H (0.358, 2.904, 4.271)
H (1.585, 1.490, 2.696)
C (0.942, 2.641, -2.241)
C (0.460, 1.587, -3.185)
C (1.354, 0.839, -3.963)
C (0.975, -0.337, -4.592)
C (-0.382, -0.616, -4.700)
O (-0.751, -1.781, -5.330)
C (-1.331, 0.187, -4.061)
C (-0.886, 1.350, -3.454)
H (1.867, 2.372, -1.719)
H (0.278, 2.727, -1.379)
H (1.111, 3.589, -2.738)
H (2.391, 1.152, -3.935)
H (1.708, -0.913, -5.141)
H (-1.629, -2.060, -5.033)
H (-2.380, -0.077, -4.147)
H (-1.586, 1.998, -2.950)

Force components x, y, z for each atom (eV/Å):
0.7 0.4 0.0
0.2 -0.9 0.1
-0.1 0.3 -0.2
-0.2 -0.4 -0.1
-0.7 0.2 0.2
0.1 -0.3 -0.8
1.1 1.3 0.5
-0.1 -1.2 0.3
-0.4 0.7 -0.1
0.7 0.1 0.0
-0.3 0.2 -0.2
-0.3 -0.1 0.2
0.1 0.0 0.0
-0.1 -0.2 0.2
0.1 0.2 0.0
-0.2 0.0 0.2
-0.5 -0.4 0.1
-0.1 0.1 -0.2
0.0 -0.1 -0.4
0.2 -0.1 0.7
0.2 -0.2 -1.6
0.2 -0.2 1.2
-0.1 1.0 -1.0
-0.5 -0.8 1.0
0.0 -0.1 0.0
0.7 0.1 -1.2
-0.2 -0.2 1.8
0.2 -0.2 -0.6
-0.4 0.4 -0.3
-0.1 0.3 0.1
0.1 -0.3 0.0
-0.1 -0.2 0.1
0.2 0.2 -0.1
0.0 0.2 0.0
-0.4 0.0 0.0

***

Record 8
Density functional theory data (wB97M-V/def2-TZVPD) for a structure of composition C4H11NO2 in a non-equilibrium geometry.

Summary:
**HOMO energy**: -8.8 eV
**Relative energy (zero: lowest compared OMol25 entry of this formula, charge and spin)**: 60.7 kcal per mole
**Charge**: 0
**Gap between HOMO and LUMO**: 0.34764 Eh
**2S+1**: 1

Positions of all 18 atoms, in Å:
C (1.731, 1.166, -0.270)
C (1.323, -0.828, 1.661)
N (1.187, 0.860, -1.437)
O (2.877, 0.761, 0.088)
H (2.354, -0.143, 1.049)
H (1.060, 1.666, 0.431)
H (0.216, 1.083, -1.635)
H (1.717, 0.302, -2.089)
H (1.028, -1.605, 0.954)
H (1.745, -1.335, 2.531)
H (0.417, -0.317, 1.987)
C (-2.041, -0.770, -0.171)
C (-2.457, 0.487, -0.859)
O (-1.713, 1.244, -1.438)
H (-3.544, 0.693, -0.841)
H (-0.966, -0.925, -0.225)
H (-2.357, -0.725, 0.874)
H (-2.575, -1.615, -0.611)

Force components x, y, z for each atom (eV/Å):
2.2 -1.1 0.2
2.8 0.4 -0.8
-0.1 0.2 -0.2
-1.5 2.0 -1.9
-3.5 -2.2 2.8
0.0 0.3 0.0
0.1 0.0 0.1
0.0 0.1 0.1
-0.1 -0.1 -0.1
-0.1 -0.1 0.1
0.2 0.5 -0.1
0.1 0.0 0.1
-0.1 -0.2 -0.1
-0.1 0.0 0.1
0.0 0.1 0.0
0.0 0.0 0.0
0.0 0.0 0.0
0.0 0.0 -0.1

***

- Among the records above, which one has the lowest relative energy (zero: lowest compared OMol25 entry of this formula, charge and spin)?
  C16H17NO